ORCA calculation (ωB97M-V/def2-TZVPD) on 13 unconnected molecules or ions with the total composition C26H78O26 in a non-equilibrium geometry.

ORCA input file:
```
! RIJCOSX wB97M-V def2-TZVPD def2/J DEFGRID3
* xyz 0 1
O -2.88278 -1.35330 0.25112
O -0.25278 1.10470 -1.33288
O 6.41022 -0.21630 -2.71788
O 4.53122 -1.32830 3.21012
O 6.33222 -0.68030 0.98612
O 1.84022 3.29470 1.12212
O 1.26622 -2.65630 2.24512
O -2.51178 1.07770 5.13312
O 2.05522 -6.05330 -0.40988
O -2.50678 2.83570 -0.35488
O -1.71778 -4.17330 2.80012
O 2.23722 -1.39030 -0.23088
O 2.82022 -5.35230 4.08012
O -1.78678 4.24570 -2.81088
O -1.25478 -4.68930 -0.80488
O -1.37178 4.34870 2.06012
O -3.58078 1.84570 -5.23888
O -5.26678 -4.05330 -0.28788
O 2.05122 2.94970 -2.17888
O -2.34578 7.65670 -2.61388
O 1.27922 2.75270 -5.81688
O -5.72778 2.70170 1.39912
O -2.72678 -0.24930 -2.33588
O 2.43422 1.64070 3.24112
O 2.41722 -3.12230 -2.32288
O -1.19478 -1.25330 2.59512
C -1.59278 6.47870 -2.66088
C 2.71022 -4.37530 3.01112
C -1.47878 0.17870 4.44212
C 2.86722 -4.98930 -0.96988
C 2.30222 3.01970 -3.55988
C -2.52478 5.33970 -2.76188
C 6.97222 -0.35730 -1.33888
C -3.47378 2.16070 0.46112
C -2.03978 -4.73430 1.58812
C 0.95322 2.71370 -4.42888
C 0.59922 3.92870 0.88012
C -0.37578 3.49870 2.05312
C 1.50022 -3.56130 3.46312
C 1.81222 -4.33030 -1.96188
C 1.73122 -0.00930 -0.61288
C -4.60978 3.20170 0.57512
C 0.22622 -0.12930 -0.65688
C 2.94722 0.50170 2.69512
C -4.17178 -3.02030 -0.47188
C -3.49378 0.47470 -3.32088
C 5.77122 -0.44630 -0.31488
C -0.99678 -4.13630 0.52012
C 3.96122 -0.08930 3.62812
C -3.94478 -2.10130 0.71512
C -2.59278 1.10870 -4.42088
C -2.12378 -0.65630 3.47212
H 2.05022 -0.12730 2.56312
H -2.21278 8.16770 -3.40488
H -4.54178 -2.50730 -1.36388
H 2.32922 0.19370 -1.54088
H -1.63578 -1.52530 1.84812
H 5.16022 0.58870 -0.28488
H 2.64122 -2.56730 -1.48488
H -3.31978 -3.69630 -0.74988
H -5.03478 3.43370 -0.26988
H -1.33178 1.02270 -1.18888
H -3.13878 -1.02330 -0.57188
H 1.48322 -2.98130 4.39412
H 4.28722 -1.94630 3.80812
H 1.97022 3.63270 -5.83788
H -5.68078 3.10570 2.24812
H -3.13978 -4.61930 1.27112
H 0.84122 5.01270 0.92512
H -2.86378 -0.14230 2.90712
H 0.17822 3.48970 3.01812
H -2.37878 -4.50030 3.51412
H -1.95278 3.69670 -1.82588
H 3.34322 1.00570 1.82612
H -5.71178 -4.00530 -1.17888
H -3.13578 2.28070 -5.92688
H -1.08778 -0.58230 5.04112
H -2.19178 0.40070 -4.88588
H -0.79578 6.57670 -3.32888
H 0.75722 -4.13630 3.66112
H 0.57622 1.70970 -4.41088
H 6.10522 0.68170 -2.80288
H 3.54122 -0.21830 4.69112
H -2.40078 -1.04630 -2.82188
H 4.84422 -1.15730 -0.68488
H 0.40122 -2.33430 2.38012
H 2.20422 -6.93530 -0.75088
H 0.40522 3.55870 -0.23388
H -3.14678 1.64970 1.47512
H 7.31622 0.69470 -1.08388
H 2.05022 0.79270 0.13712
H 5.59522 -0.78530 1.57212
H -4.19278 4.15470 1.12112
H -0.53078 2.20770 1.92612
H -1.95878 -5.88430 1.47512
H 1.28022 2.28070 -1.95188
H -1.10178 5.29970 1.99112
H 0.20022 3.38570 -4.25788
H 1.01522 -4.15830 -1.25488
H -4.14578 -0.17730 -3.86088
H 2.97322 2.30770 -3.97688
H 0.08022 -4.19030 0.83612
H -3.11878 5.34170 -3.63888
H 4.68322 0.57570 3.70912
H 3.72022 -5.46930 -1.51788
H 1.86822 -1.63530 0.65612
H -3.68478 -2.60730 1.62612
H 1.90022 -5.69430 4.15812
H 2.92122 4.09370 -3.93388
H -1.05878 6.38670 -1.72488
H -0.29278 -0.12130 0.23612
H -1.00078 -2.88230 0.56312
H -4.84578 -1.46630 0.99212
H 2.45522 3.76770 0.43112
H 2.19322 2.23070 2.61012
H -2.71278 0.57670 5.74712
H -0.72378 0.97270 4.10312
H 1.52822 -5.13430 -2.72088
H -1.63878 1.90670 -4.08788
H 3.68422 -3.82930 2.86612
H -2.64478 -1.45330 3.98412
H -3.95078 1.37870 -3.00988
H -3.87978 1.43470 -0.35688
H 2.33422 -5.04130 2.15712
H -1.88678 3.48370 0.05212
H 7.67222 -1.11930 -1.29988
H 3.08522 -3.96530 -0.31088
H -0.00878 -1.00130 -1.22988
H -0.91278 -5.52530 -0.59188
H -3.16478 5.15970 -1.85288
*
```

Results
**Energy above the lowest of the compared OMol25 structures with the same formula, charge and spin**: 380.0 kcal/mol
**Frontier orbital gap**: 8.8 eV
**Calculated total energy**: -81440.68519 eV